1.
Computed, not measured: 2 unconnected molecules or ions with the total composition C3H3BrF4S at a distorted geometry, with the ωB97M-V functional and the def2-TZVPD basis.

Each line ends with the Löwdin charge.
Geometry (Å):
C -1.91081 -0.22710 0.05720  -0.3861
C 1.29952 1.10656 -0.19874  -0.5463
C 0.81976 -0.97804 0.12005  -1.0542
F 0.56553 1.63897 0.72110  0.1631
F 0.87226 1.48457 -1.40424  0.1221
F 2.60060 1.38512 -0.07446  0.1323
F 0.82480 -1.08170 1.48574  -0.0837
S -0.65876 -1.24894 -0.76986  0.8303
Br 2.24416 -2.15628 -0.53842  0.6848
H -2.80915 -0.44833 -0.39848  -0.0149
H -1.80715 0.89575 -0.19264  0.0680
H -2.04076 -0.37058 1.19273  0.0846

Output
- total charge = 0
- HOMO energy (eV) = -9.28


2.
Computed, not measured: a molecular structure, C70H56BrClIKN5PS3 at a distorted geometry, with the ωB97M-V functional and the def2-TZVPD basis.

Each line ends with the Löwdin charge.
Geometry (Å):
K -0.66776 -0.64668 0.60644  0.3526
N -2.13189 -2.71935 -0.36918  -0.2948
S -2.94391 -2.97378 0.93849  0.9793
N -2.62098 -1.57036 1.87296  -0.5111
S -2.80319 -1.39293 3.39611  0.8327
N -1.76367 -0.50325 4.09559  -0.3404
S -1.37409 1.02097 3.47246  0.7183
N -0.90275 1.16340 2.11479  -0.4113
C -0.28892 1.51871 4.80228  -0.3387
C -0.29439 0.94509 6.06998  -0.0883
C 0.59543 1.42173 7.02237  -0.0720
C 1.47383 2.44981 6.70088  -0.0712
C 1.47057 3.00548 5.42768  -0.0564
C 0.58446 2.53962 4.46826  -0.0741
C -2.84509 2.00526 3.85780  -0.2901
C -3.63726 2.32382 2.76488  -0.0753
C -4.74461 3.14072 2.94209  -0.0640
C -5.04096 3.65026 4.20066  -0.0799
C -4.23656 3.33494 5.28703  -0.0756
C -3.13458 2.50721 5.12091  -0.0631
C -2.83714 -2.87411 4.38123  -0.3068
C -1.73990 -3.18275 5.16456  -0.0440
C -1.80260 -4.30726 5.97625  -0.0487
C -2.94724 -5.08934 6.00039  -0.0626
C -4.03505 -4.77204 5.19584  -0.0611
C -3.98588 -3.65773 4.37699  -0.0677
C -4.45769 -0.81228 3.73112  -0.3276
C -4.81009 -0.47745 5.03069  -0.0624
C -6.11221 -0.08518 5.28604  -0.0566
C -7.04270 -0.03574 4.25119  -0.0643
C -6.67174 -0.36869 2.95846  -0.0576
C -5.36433 -0.75618 2.69140  -0.0636
C -1.88781 -4.17106 1.74561  -0.3783
C -2.42995 -5.42945 1.96148  -0.0986
C -1.62945 -6.42922 2.49723  -0.0789
C -0.30163 -6.15837 2.80355  -0.0648
C 0.23051 -4.89370 2.57387  -0.0290
C -0.56360 -3.88767 2.04411  -0.0518
C -5.30828 -3.60416 -1.33529  -0.3022
C -4.96847 -3.64574 -2.87812  -0.1206
C -5.38142 -4.84568 -3.61414  -0.0498
C -5.77192 -5.95967 -2.98219  -0.0911
C -6.03679 -5.95712 -1.54829  -0.0847
C -5.91967 -4.84316 -0.81398  -0.0461
H -0.96349 0.12324 6.28881  0.1008
H 0.61211 0.98363 8.01277  0.1055
H 2.17496 2.80971 7.44355  0.1047
H 2.16737 3.79445 5.17455  0.1096
H 0.57422 2.93575 3.45668  0.0738
H -3.35989 1.94237 1.78780  0.0665
H -5.36792 3.39135 2.09223  0.1078
H -5.89502 4.30462 4.33302  0.1039
H -4.46333 3.73896 6.26608  0.1058
H -2.50239 2.26929 5.96703  0.1049
H -0.85325 -2.55575 5.11778  0.1131
H -0.94888 -4.57172 6.58837  0.1145
H -2.99124 -5.95968 6.64429  0.1091
H -4.92157 -5.39318 5.20574  0.1111
H -4.82615 -3.40139 3.74301  0.1210
H -4.07215 -0.52912 5.82430  0.1252
H -6.40449 0.18513 6.29355  0.1117
H -8.06064 0.27263 4.45871  0.1081
H -7.39594 -0.32040 2.15304  0.1085
H -5.04114 -1.01843 1.68922  0.0797
H -3.46725 -5.62777 1.70264  0.1052
H -2.04303 -7.41586 2.67344  0.1041
H 0.32568 -6.94026 3.21677  0.1059
H 1.26755 -4.68265 2.79792  0.1003
H -0.13413 -2.90121 1.85855  0.0719
H -5.05688 -2.69351 -3.38875  0.1345
H -5.38728 -4.79505 -4.69824  0.1067
H -6.02167 -6.84964 -3.54823  0.0982
H -6.46768 -6.84721 -1.10501  0.0983
H -6.30160 -4.81120 0.20231  0.1098
C 1.89312 3.11585 -4.90143  -0.0442
C 2.05176 2.99274 -3.40710  -0.2530
C 3.05055 3.65436 -2.70260  -0.0304
C 3.16185 3.48755 -1.33377  -0.1041
C 2.24999 2.64622 -0.71159  -0.7383
Br 2.36374 2.37417 1.15935  0.7987
N 1.29593 2.00302 -1.34485  0.0564
C 1.20372 2.18464 -2.66480  -0.1052
H 2.30252 4.05891 -5.26479  0.0754
H 0.84136 3.06059 -5.18893  0.0748
H 2.41814 2.30553 -5.41533  0.0828
H 3.74430 4.30390 -3.22663  0.1161
H 3.92747 3.98800 -0.75862  0.0971
H 0.39338 1.65448 -3.15890  0.0832
Cl -1.93759 1.89340 -0.55630  0.7438
C -2.44261 2.24325 -2.17841  -0.6483
C -2.95034 3.49551 -2.48087  -0.0979
C -3.33952 3.76792 -3.78418  -0.0815
C -3.21970 2.79418 -4.76539  -0.0801
C -2.71332 1.54063 -4.44752  -0.0657
C -2.31688 1.23972 -3.14707  -0.3937
P -1.62870 -0.37159 -2.57582  1.0692
C -1.29276 -1.18949 -4.18161  -0.3779
C 0.01162 -1.09265 -4.66806  -0.1058
C 0.34450 -1.61551 -5.91139  -0.0733
C -0.62051 -2.26344 -6.67126  -0.0847
C -1.91444 -2.39331 -6.18194  -0.0778
C -2.24917 -1.85572 -4.94654  -0.0928
C -3.15409 -1.24012 -2.03155  -0.3229
C -4.27084 -0.58606 -1.69134  -0.0848
C -5.45619 -1.08912 -0.99183  -0.0839
C -5.86101 -2.34558 -0.78743  -0.0396
C -3.89686 -3.72898 -1.84845  -0.1491
C -2.81795 -2.68264 -1.67176  -0.3748
H -3.02888 4.24687 -1.70423  0.1068
H -3.73284 4.74639 -4.03083  0.1045
H -3.51986 3.01220 -5.78351  0.1032
H -2.61690 0.79036 -5.22215  0.1016
H 0.77539 -0.62023 -4.05657  0.0718
H 1.36124 -1.53352 -6.27735  0.1056
H -0.36370 -2.67568 -7.63870  0.1017
H -2.66496 -2.91411 -6.76600  0.1027
H -3.26329 -1.95324 -4.57056  0.0963
H -4.31313 0.47710 -1.89831  0.0896
H -6.09403 -0.30741 -0.58587  0.1013
H -6.77260 -2.48396 -0.20985  0.1124
H -3.49232 -4.72806 -1.71641  0.1607
H -2.03013 -2.99617 -2.35893  0.1238
I 2.06424 -1.95270 -1.26842  0.9053
C 2.93534 -2.95671 0.37827  -0.6175
C 3.76276 -4.01469 0.13282  -0.1745
C 4.37932 -4.67163 1.22446  -0.1023
C 4.15707 -4.24376 2.50261  -0.0652
C 3.29838 -3.14274 2.76388  -0.2130
C 3.04300 -2.70281 4.08853  -0.0805
C 2.21898 -1.62849 4.29756  -0.1004
C 1.61743 -0.96739 3.19298  -0.1819
C 1.76262 -1.35452 1.87456  -0.1988
C 2.64473 -2.46406 1.68297  -0.3051
H 3.95425 -4.34515 -0.88017  0.0791
H 5.03889 -5.51080 1.03188  0.0948
H 4.63786 -4.74332 3.33978  0.1035
H 3.52075 -3.22082 4.91700  0.0976
H 2.04123 -1.27227 5.31215  0.0869
H 1.02152 -0.09131 3.41549  0.0252

Output
- total charge = 0
- HOMO energy (eV) = -5.51


3.
Computed, not measured: 2 unconnected molecules or ions with the total composition C3H9N2O at a distorted geometry, with the ωB97M-V functional and the def2-TZVPD basis.

Each line ends with the Löwdin charge.
Geometry (Å):
C 0.32040 2.76227 -0.85292  -0.3330
C 0.52308 -1.71215 0.17006  -0.0152
C -1.26244 -0.46729 1.28335  0.1136
N -0.20834 1.93329 -0.12175  0.0829
N -0.30388 -0.60972 0.51879  -0.0524
O 1.54339 2.64559 -1.34591  0.0481
H -0.16899 3.73487 -1.12433  0.1672
H 0.18357 -2.74121 0.55099  0.1464
H 0.78477 -1.66837 -0.83806  0.0852
H 1.44646 -1.57222 0.65487  0.0880
H -1.91960 0.42935 1.08951  0.1250
H -1.63605 -1.19677 1.95833  0.1115
H -1.19298 2.14406 0.22446  0.1191
H 2.30897 2.08049 -0.88727  0.2066
H -0.06016 0.39309 0.04404  0.1070

Output
- total charge = +1
- HOMO energy (eV) = -15.25


4.
Computed, not measured: a molecular structure, C26H44MnN6O4SSi3 at a distorted geometry, with the ωB97M-V functional and the def2-TZVPD basis.

Each line ends with the Löwdin charge.
Geometry (Å):
Mn -0.19369 -0.09579 -0.15830  0.7996
C 1.40081 3.63391 1.24676  0.0196
C 0.81727 2.27630 1.06525  -0.2449
N 0.73424 1.71176 -0.10060  -0.1002
O 1.08223 2.50339 -1.17059  -0.0173
C 0.28385 1.49504 2.14134  -0.2601
C 0.36720 1.82213 3.59666  -0.0182
N -0.34507 0.41330 1.71733  -0.2130
O -0.86755 -0.42380 2.48183  -0.0456
H 1.16971 4.25184 0.38198  0.0872
H 2.48781 3.55667 1.31953  0.1044
H 1.01797 4.09846 2.15155  0.0858
H 0.70537 2.03676 -1.92910  0.0602
H 1.29122 2.34850 3.83150  0.0781
H 0.31972 0.89041 4.15889  0.0778
H -0.47930 2.43649 3.91367  0.0921
N -3.02243 -5.50645 -5.25417  0.1040
C -2.92685 -4.89331 -4.01820  -0.3241
C -1.99804 -5.33897 -3.07193  -0.0296
C -1.86735 -4.69300 -1.85784  -0.0591
C -2.65332 -3.58257 -1.57914  -0.2801
C -3.59375 -3.14184 -2.49951  -0.0752
C -3.72423 -3.78641 -3.71337  -0.0277
S -2.51512 -2.70188 -0.04170  0.6409
O -2.48680 -3.62076 1.05307  -0.2641
O -3.50993 -1.67064 -0.06334  -0.2967
N -1.05310 -1.89047 -0.13272  -0.1269
C 0.09791 -2.48448 0.24143  -0.4580
N 0.29443 -3.80828 0.30681  0.1521
C 1.47455 -4.23067 0.71783  -0.0940
C 2.51613 -3.37302 1.06113  -0.0358
C 2.27365 -2.03097 0.88019  -0.1045
N 1.09848 -1.57854 0.46185  0.0519
H -2.67685 -6.44829 -5.31951  0.0897
H -3.86635 -5.33790 -5.77368  0.0894
H -1.38666 -6.20534 -3.29634  0.1107
H -1.16364 -5.03578 -1.11477  0.0932
H -4.21743 -2.29831 -2.23923  0.1077
H -4.45141 -3.43935 -4.43849  0.1135
H 1.60233 -5.30843 0.74694  0.1191
H 3.46607 -3.73896 1.41709  0.1049
H 3.04593 -1.29396 1.06604  0.1096
C 3.43361 0.29167 -1.01214  -0.1833
Si 2.41365 -0.37346 -2.47424  0.4578
C 2.99952 0.65334 -3.95222  -0.1847
C 2.96480 -2.15970 -2.78719  -0.1666
C 0.52821 -0.43639 -2.24576  -0.3460
Si -0.56458 -0.19269 -3.77729  0.4609
C -0.12865 1.37309 -4.76005  -0.1766
C -0.23978 -1.71128 -4.86856  -0.1684
C -2.41241 -0.11948 -3.42346  -0.1738
H 4.39205 -0.22959 -0.94472  0.0386
H 2.91872 0.17568 -0.05825  -0.0216
H 3.64359 1.35376 -1.13905  0.0299
H 4.09162 0.64487 -3.98290  0.0346
H 2.68159 1.69639 -3.89099  0.0282
H 2.63771 0.24546 -4.89791  0.0199
H 4.04903 -2.23560 -2.89582  0.0327
H 2.50817 -2.54563 -3.70204  0.0236
H 2.66173 -2.81668 -1.96701  0.0150
H 0.37350 -1.50838 -2.06391  -0.0103
H 0.71417 1.21882 -5.43383  0.0143
H 0.11288 2.21673 -4.10724  0.0219
H -0.98495 1.67006 -5.36966  0.0313
H 0.76279 -1.69137 -5.30457  0.0198
H -0.95958 -1.77934 -5.68743  0.0315
H -0.33267 -2.62642 -4.27623  0.0259
H -2.75511 0.91375 -3.39223  0.0117
H -2.64391 -0.56364 -2.45685  -0.0027
H -2.98117 -0.64509 -4.19332  0.0357
C -3.39202 4.64097 -1.10427  -0.1902
Si -4.08776 2.89688 -0.88241  0.4583
C -5.12390 2.39384 -2.37664  -0.1855
C -5.15405 2.87656 0.66895  -0.1822
C -2.63269 1.78162 -0.69483  -0.1270
C -1.67200 1.04010 -0.60930  -0.1364
H -4.18031 5.35963 -1.33979  0.0272
H -2.64833 4.67845 -1.90246  0.0246
H -2.90722 4.96865 -0.18203  0.0249
H -6.09242 2.89779 -2.36035  0.0278
H -5.30577 1.31754 -2.37375  0.0289
H -4.62973 2.65043 -3.31553  0.0247
H -6.06351 3.46052 0.51393  0.0286
H -4.61418 3.31023 1.51259  0.0279
H -5.44192 1.86012 0.94256  0.0330

Output
- total charge = 0
- spin multiplicity = 4
- HOMO energy (alpha / beta) (eV) = -8.02 / -8.11


5.
Computed, not measured: C4H7N3O in the gas phase at a distorted geometry, with the ωB97M-V functional and the def2-TZVPD basis.

Each line ends with the Löwdin charge.
Geometry (Å):
N -0.43287 0.86935 1.12691  -0.0252
C -0.67576 0.25923 -0.10198  -0.3869
C -0.24292 1.21744 -1.23624  0.0042
C 0.76802 0.19412 -0.70277  -0.2449
N 1.42540 -0.44517 0.40317  -0.0034
N 0.42890 -1.50849 0.65014  0.0832
C -0.56186 -1.27718 -0.11664  -0.5627
O -1.40955 -2.06545 -0.52276  0.0689
H -0.94117 0.29836 2.01211  0.1774
H -0.79221 2.06958 1.15501  0.2076
H -0.42835 1.06145 -2.31494  0.1010
H -0.16934 2.43789 -1.17735  0.1526
H 0.90179 -0.73359 -1.32683  0.1570
H 1.46511 0.06057 1.34091  0.1304
H 0.66480 -2.43811 0.81126  0.1407

Output
- SMILES string = N[C@@]12C[C@H]1NNC2=O
- total charge = 0
- HOMO energy (eV) = -8.03


6.
Computed, not measured: a molecular structure, C15H28NO2Sm at a distorted geometry, with the ωB97M-V functional and the def2-TZVPD basis.

Each line ends with the Löwdin charge.
Geometry (Å):
C -3.29017 -2.01699 0.61212  -0.1020
H -3.98155 -2.20915 1.45072  0.0863
H -3.48806 -2.83449 -0.08795  0.0851
H -3.66163 -1.11942 0.12623  0.0630
C -1.80264 -2.02720 1.06862  -0.3120
H -1.19209 -1.76329 0.19166  0.0349
H -1.54453 -1.25589 1.81172  0.0840
C -1.50982 -3.42800 1.61320  -0.1147
H -0.60734 -3.53440 2.22508  0.0740
H -2.33868 -3.86100 2.19740  0.0885
H -1.46351 -4.18455 0.81792  0.0811
C 2.46286 0.65935 -1.43299  -0.3630
C 2.55911 -0.73234 -1.01756  -0.3643
C 1.31263 -1.37723 -1.33766  -0.3159
C 0.43207 -0.41176 -1.92227  -0.3008
C 1.11932 0.85511 -1.98208  -0.3166
C 0.50639 2.14529 -2.43349  0.0003
C -0.90673 -0.74342 -2.51263  0.0051
C 1.04986 -2.85049 -1.26092  0.0081
C 3.67139 -1.33300 -0.22278  -0.0076
C 3.41486 1.72432 -1.03563  -0.0054
Sm 1.08446 0.38024 0.27164  1.9350
H -1.59518 0.10040 -2.38212  0.0876
H -0.86533 -1.00206 -3.58638  0.1230
H -1.32955 -1.59131 -1.95975  0.0730
H -0.53661 1.96988 -2.73429  0.0904
H 0.50906 2.88416 -1.61305  0.0750
H 1.04444 2.56679 -3.29977  0.1183
H 4.24880 1.29989 -0.46888  0.0948
H 3.81005 2.14002 -1.96971  0.1260
H 2.93098 2.53138 -0.45051  0.0902
H 3.44672 -2.37743 0.04231  0.0905
H 4.57287 -1.33697 -0.85473  0.1234
H 3.90208 -0.76075 0.70384  0.0978
H 0.03025 -3.05816 -0.91065  0.0668
H 1.16393 -3.31868 -2.25325  0.1230
H 1.75984 -3.32460 -0.57342  0.0854
N -1.39347 3.01038 3.63498  0.2027
C -0.55899 3.74715 2.56826  0.0100
C 0.08959 2.66375 1.76072  -0.5965
O 0.75077 2.87035 0.68582  -0.0815
O -0.10556 1.48127 2.23909  -0.1644
H -2.38158 3.05570 3.34532  0.1819
H -1.35594 3.44851 4.55144  0.1740
H -1.09734 2.01180 3.68376  0.1529
H -1.24597 4.37101 1.99501  0.1553
H 0.22113 4.34628 3.03967  0.1572

Output
- total charge = +2
- spin multiplicity = 6
- HOMO energy (alpha / beta) (eV) = -15.35 / -15.19


7.
Computed, not measured: C5H7NO2 in the gas phase at a distorted geometry, with the ωB97M-V functional and the def2-TZVPD basis.

Each line ends with the Löwdin charge.
Geometry (Å):
C 1.40934 -0.57610 -0.14163  -0.0495
C 0.27272 -0.38264 0.84497  -0.2298
N 0.26576 -0.66189 2.18828  0.1485
C -0.84975 0.09057 2.78504  -0.5436
O -1.12543 0.06546 3.94010  0.1103
O -1.49056 0.78115 1.89600  0.1366
C -0.91312 0.58464 0.67513  -0.2649
C -1.62074 1.00630 -0.51418  -0.0678
H 2.36099 -0.65557 0.48628  0.0948
H 1.29675 0.29588 -0.89612  0.1041
H 1.11177 -1.57935 -0.66370  0.1041
H 0.97994 -1.10447 2.70883  0.1381
H -1.55108 0.14830 -1.26882  0.1021
H -1.27622 1.99195 -0.93597  0.0876
H -2.77107 1.07763 -0.21917  0.1293

Output
- SMILES string = Cc1[nH]c(=O)oc1C
- total charge = 0
- HOMO energy (eV) = -7.39


8.
Computed, not measured: a molecular structure, CHBr3S at a distorted geometry, with the ωB97M-V functional and the def2-TZVPD basis.

Each line ends with the Löwdin charge.
Geometry (Å):
C 4.41955 -0.18160 -0.72076  -1.8416
S 4.30750 -0.62505 -2.26199  0.6819
Br -0.61124 -1.07890 -0.48613  0.3001
Br 4.52881 1.68118 -0.25381  0.5751
Br 4.22065 -1.28077 0.80491  0.5866
H 0.56628 -1.62854 0.10242  -0.3020

Output
- total charge = 0
- spin multiplicity = 3
- HOMO energy (alpha / beta) (eV) = -7.49 / -10.47